w | This record from the Open Molecules 2025 dataset describes 2 unconnected molecules or ions with the total composition C2H7S2. The level of theory is ωB97M-V/def2-TZVPD.

Properties
Orbital gap (eV): 5.57
Net charge: -1
LUMO energy (hartree): 0.1189
M (g/mol): 95.2

Positions of all 11 atoms, in Å:
S: 2.08 -0.81 -3.00
H: 1.78 -1.41 -1.85
C: 0.08 -0.87 1.07
S: -1.33 -0.46 0.02
C: -0.99 1.32 -0.06
H: 0.99 -0.40 0.72
H: -0.14 -0.56 2.09
H: 0.28 -1.93 1.24
H: -1.48 1.88 0.74
H: -1.31 1.67 -1.04
H: 0.05 1.58 0.07


x | This record from the Open Molecules 2025 dataset describes 2 unconnected molecules or ions with the total composition C2H7S2. The level of theory is ωB97M-V/def2-TZVPD.

Properties
Orbital gap (eV): 6.28
Net charge: -1
LUMO energy (hartree): 0.1346
M (g/mol): 95.2

Positions of all 11 atoms, in Å:
C: -0.61 -0.24 -1.83
S: 0.04 1.49 -1.57
H: -0.37 -0.91 -2.79
H: -1.75 -0.11 -1.92
H: -0.44 -0.98 -1.01
H: -0.23 1.53 -0.19
C: 0.75 -0.27 1.78
S: -0.60 1.00 1.91
H: 1.56 -0.09 1.05
H: 0.44 -1.25 1.78
H: 1.23 -0.15 2.80


Referenced to the most stable arrangement, the calculated values in eV are w 0.000; x 0.460.


w | This record from the Open Molecules 2025 dataset describes a molecular structure, C36H41FLuN3O3S4SbSe. The level of theory is ωB97M-V/def2-TZVPD.

Properties
Orbital gap (eV): 4.01
Net charge: -1
LUMO energy (hartree): 0.0436
M (g/mol): 1086.7

Positions of all 91 atoms, in Å:
Lu: 0.68 -0.97 0.47
C: 4.39 3.45 3.72
C: 5.73 3.62 2.98
C: 6.89 2.93 3.39
C: 8.03 2.90 2.63
C: 8.05 3.60 1.43
C: 6.88 4.26 0.98
C: 5.73 4.23 1.78
H: 3.67 2.80 3.18
H: 3.91 4.46 3.67
H: 4.53 3.07 4.76
H: 6.72 2.38 4.35
H: 8.83 2.24 3.01
H: 8.97 3.75 0.92
H: 6.92 4.82 0.05
H: 4.78 4.77 1.43
S: 2.18 0.18 2.50
Sb: 3.37 -2.07 2.21
S: 0.35 -2.62 2.86
S: 1.94 -3.59 3.56
S: 2.64 -2.56 0.00
C: 1.70 -3.05 -6.68
C: 2.68 -2.14 -5.92
C: 3.39 -1.15 -6.91
C: 4.31 -0.16 -6.21
C: 3.93 0.20 -4.83
C: 4.85 1.05 -4.21
C: 4.55 1.40 -2.89
F: 5.44 2.15 -2.22
C: 3.41 1.06 -2.29
C: 2.52 0.19 -2.89
C: 1.32 -0.25 -2.26
O: 0.90 0.38 -1.16
C: 0.45 -1.16 -2.95
C: 0.86 -1.69 -4.16
N: 2.04 -1.37 -4.81
C: 2.88 -0.40 -4.17
C: -0.78 -1.71 -2.24
O: -1.86 -1.85 -2.79
O: -0.61 -1.92 -0.96
H: 2.18 -3.61 -7.45
H: 0.96 -2.40 -7.18
H: 1.06 -3.77 -6.17
H: 3.45 -2.80 -5.48
H: 2.61 -0.72 -7.52
H: 4.02 -1.71 -7.60
H: 4.51 0.72 -6.88
H: 5.32 -0.66 -6.26
H: 5.70 1.58 -4.67
H: 3.18 1.41 -1.28
H: 0.19 -2.43 -4.61
C: -4.78 2.73 0.70
C: -5.64 1.50 0.20
C: -5.12 0.93 -1.12
C: -3.83 0.19 -1.03
N: -3.71 -0.67 0.20
C: -2.99 -0.32 1.29
Se: -1.58 0.92 1.32
N: -3.39 -1.09 2.34
C: -3.03 -0.97 3.85
C: -4.07 -0.17 4.62
C: -4.49 -0.58 6.02
C: -3.33 -0.79 6.92
C: -4.28 -2.03 1.89
C: -5.08 -2.89 2.53
C: -6.26 -3.38 1.97
C: -6.54 -3.03 0.64
C: -5.72 -2.18 -0.08
C: -4.59 -1.69 0.57
H: -5.52 3.44 1.09
H: -4.27 3.21 -0.13
H: -4.04 2.50 1.53
H: -6.68 1.83 -0.03
H: -5.73 0.73 0.95
H: -5.00 1.76 -1.87
H: -5.84 0.18 -1.50
H: -3.04 0.96 -1.00
H: -3.60 -0.46 -1.88
H: -1.97 -0.53 3.82
H: -2.85 -2.05 4.19
H: -4.99 -0.20 3.93
H: -3.71 0.84 4.66
H: -5.17 -1.42 5.97
H: -4.98 0.33 6.46
H: -3.03 -1.84 6.95
H: -3.59 -0.44 7.95
H: -2.48 -0.20 6.64
H: -4.99 -3.02 3.56
H: -6.92 -4.00 2.53
H: -7.49 -3.27 0.11
H: -6.06 -1.70 -0.96


x | This record from the Open Molecules 2025 dataset describes a molecular structure, C36H41FLuN3O3S4SbSe. The level of theory is ωB97M-V/def2-TZVPD.

Properties
Orbital gap (eV): 3.92
Net charge: -1
LUMO energy (hartree): 0.0362
M (g/mol): 1086.7

Positions of all 91 atoms, in Å:
Lu: -3.02 -0.26 1.03
C: -1.61 3.18 3.95
C: -2.39 1.94 4.30
C: -1.90 1.01 5.22
C: -2.57 -0.20 5.42
C: -3.68 -0.55 4.65
C: -4.20 0.41 3.76
C: -3.56 1.63 3.61
H: -2.13 4.08 4.30
H: -1.46 3.23 2.86
H: -0.64 3.16 4.45
H: -1.02 1.22 5.81
H: -2.25 -0.85 6.24
H: -4.16 -1.50 4.80
H: -5.13 0.20 3.23
H: -4.01 2.43 2.98
S: -7.50 -1.88 0.86
Sb: -5.51 -2.35 -0.19
S: -5.17 1.33 0.65
S: -4.12 -2.57 1.74
S: -5.30 0.07 -0.96
C: 0.58 4.40 -3.72
C: -0.08 3.20 -4.40
C: 0.90 2.66 -5.42
C: 0.38 1.42 -6.11
C: -0.37 0.49 -5.18
C: -0.72 -0.80 -5.63
C: -1.35 -1.69 -4.73
F: -1.53 -2.96 -5.14
C: -1.71 -1.32 -3.45
C: -1.33 -0.04 -2.97
C: -1.57 0.31 -1.62
O: -2.13 -0.59 -0.84
C: -1.15 1.60 -1.18
C: -0.69 2.49 -2.14
N: -0.45 2.16 -3.43
C: -0.69 0.85 -3.87
C: -1.25 2.11 0.19
O: -0.89 3.26 0.39
O: -1.72 1.32 1.14
H: 1.02 5.01 -4.51
H: 1.39 4.10 -3.04
H: -0.17 5.01 -3.21
H: -1.03 3.50 -4.89
H: 1.86 2.43 -4.94
H: 1.06 3.47 -6.16
H: 1.22 0.86 -6.53
H: -0.26 1.69 -6.98
H: -0.53 -1.08 -6.65
H: -2.26 -1.97 -2.82
H: -0.50 3.49 -1.84
C: 1.27 -5.29 -0.23
C: 2.37 -4.26 -0.49
C: 2.14 -3.27 -1.63
C: 0.94 -2.31 -1.50
N: 1.12 -1.31 -0.44
C: 0.61 -1.38 0.84
Se: -0.79 -2.43 1.42
N: 1.20 -0.41 1.58
C: 0.89 -0.18 3.01
C: 1.29 -1.35 3.91
C: 2.79 -1.67 4.06
C: 3.58 -0.59 4.79
C: 2.20 0.21 0.85
C: 3.08 1.23 1.17
C: 3.88 1.72 0.13
C: 3.79 1.21 -1.15
C: 2.96 0.15 -1.47
C: 2.12 -0.34 -0.47
H: 1.59 -6.01 0.57
H: 1.09 -5.88 -1.15
H: 0.29 -4.87 0.05
H: 3.31 -4.78 -0.73
H: 2.58 -3.71 0.45
H: 1.98 -3.80 -2.59
H: 3.03 -2.63 -1.76
H: 0.02 -2.83 -1.28
H: 0.84 -1.82 -2.46
H: -0.19 -0.10 3.01
H: 1.32 0.78 3.30
H: 0.75 -2.24 3.54
H: 0.86 -1.12 4.90
H: 3.20 -1.84 3.05
H: 2.87 -2.62 4.61
H: 3.71 0.32 4.19
H: 4.58 -0.93 5.10
H: 3.07 -0.31 5.73
H: 3.08 1.69 2.15
H: 4.56 2.56 0.33
H: 4.40 1.60 -1.95
H: 2.94 -0.30 -2.47


Referenced to the most stable arrangement, the calculated values in eV are w 2.379; x 0.000.


w | This record from the Open Molecules 2025 dataset describes 2 unconnected molecules or ions with the total composition C5H11NO. The level of theory is ωB97M-V/def2-TZVPD.

Properties
Multiplicity: 2
Orbital gap (spin up / spin down) (eV): 9.32 / 7.54
Net charge: +1
⟨S²⟩: 0.765
LUMO energy (spin up / spin down) (hartree): -0.1711 / -0.2584
M (g/mol): 101.1

Positions of all 18 atoms, in Å:
C: -0.65 0.11 2.53
N: -1.67 -0.80 -0.17
C: -0.38 -0.46 0.02
C: 0.14 -0.08 1.29
C: 0.72 -1.50 -2.05
C: 0.57 -0.57 -1.07
H: -1.66 0.48 2.39
H: -0.77 -0.88 3.01
H: -0.08 0.73 3.22
H: -2.15 -1.07 0.68
H: -1.76 -1.32 -1.04
H: 1.23 -0.06 1.29
H: 0.10 -2.40 -2.05
H: 1.20 -1.15 -2.95
H: 1.45 0.05 -0.92
H: 1.03 3.39 -1.06
H: 0.59 2.21 -0.19
O: 1.32 2.56 -0.66


x | This record from the Open Molecules 2025 dataset describes 2 unconnected molecules or ions with the total composition C5H11NO. The level of theory is ωB97M-V/def2-TZVPD.

Properties
Multiplicity: 2
Orbital gap (spin up / spin down) (eV): 9.78 / 7.79
Net charge: +1
⟨S²⟩: 0.771
LUMO energy (spin up / spin down) (hartree): -0.1527 / -0.2664
M (g/mol): 101.1

Positions of all 18 atoms, in Å:
C: 0.86 -0.61 -0.89
N: 0.98 0.05 2.01
C: 0.18 0.71 1.13
C: 0.08 0.42 -0.21
C: -0.90 1.32 -0.90
C: -0.61 1.62 -2.18
H: 1.61 -0.10 -1.57
H: 0.29 -1.11 -1.70
H: 1.32 -1.40 -0.25
H: 1.30 -0.87 1.76
H: 0.70 0.09 2.99
H: -0.19 1.66 1.46
H: -1.77 1.54 -0.31
H: 0.39 1.50 -2.56
H: -1.26 2.16 -2.85
H: -0.86 -3.08 1.09
H: -0.86 -1.53 1.37
O: -1.25 -2.37 1.61


y | This record from the Open Molecules 2025 dataset describes a gas-phase ion, C5H11NO (charge +1). The level of theory is ωB97M-V/def2-TZVPD.

Properties
Multiplicity: 2
Orbital gap (spin up / spin down) (eV): 11.27 / 6.82
Net charge: +1
⟨S²⟩: 0.755
LUMO energy (spin up / spin down) (hartree): -0.1263 / -0.2889
M (g/mol): 101.1

Positions of all 18 atoms, in Å:
C: -0.52 -0.63 1.45
N: 0.38 0.22 0.68
C: 1.80 -0.23 0.77
C: -0.53 -0.55 -1.61
C: -0.01 0.59 -0.68
C: -1.09 1.70 -0.52
O: -2.20 1.56 -0.91
H: -0.98 -1.36 0.79
H: 0.03 -1.18 2.21
H: -1.27 -0.03 1.96
H: 2.43 0.63 0.59
H: 1.83 -1.05 0.03
H: 1.94 -0.76 1.70
H: 0.26 -0.85 -2.28
H: -1.41 -0.17 -2.10
H: -0.73 -1.44 -1.01
H: 0.90 0.96 -1.14
H: -0.84 2.58 0.09


Referenced to the most stable arrangement, the calculated values in eV are w 0.062; x 0.000; y 0.568.


w | This record from the Open Molecules 2025 dataset describes 2 unconnected molecules or ions with the total composition C2H9N3O2. The level of theory is ωB97M-V/def2-TZVPD.

Properties
Orbital gap (eV): 9.47
LUMO energy (hartree): 0.0257
M (g/mol): 107.1

Positions of all 16 atoms, in Å:
H: 0.65 1.42 1.29
N: 0.16 0.54 1.18
C: 0.81 -0.39 0.63
C: 0.25 -1.77 0.44
N: 2.08 -0.22 0.06
H: -0.83 -1.74 0.55
H: 0.68 -2.45 1.17
H: 0.46 -2.15 -0.56
H: 2.61 0.59 0.35
H: 2.67 -1.03 -0.03
O: -2.23 0.34 -0.30
N: -1.53 0.89 -1.38
O: -1.41 2.30 -1.16
H: -1.61 0.40 0.48
H: -0.46 0.59 -1.50
H: -2.31 2.66 -1.20


x | This record from the Open Molecules 2025 dataset describes 2 unconnected molecules or ions with the total composition C2H9N3O2. The level of theory is ωB97M-V/def2-TZVPD.

Properties
Orbital gap (eV): 8.83
LUMO energy (hartree): 0.0278
M (g/mol): 107.1

Positions of all 16 atoms, in Å:
N: 0.69 -0.83 1.53
C: 0.82 0.26 0.70
O: 1.28 1.32 1.09
N: 1.30 -0.20 -0.78
O: 2.71 -0.33 -0.92
H: 0.92 -0.63 2.49
H: 0.21 -1.58 1.03
H: 0.94 -0.18 -1.74
H: 3.08 0.26 -0.24
C: -1.92 0.79 -0.65
N: -1.25 -0.35 -0.02
H: -2.88 0.49 -1.07
H: -1.29 1.14 -1.47
H: -2.05 1.57 0.09
H: -1.83 -0.76 0.70
H: -0.74 -0.96 -0.75


Referenced to the most stable arrangement, the calculated values in eV are w 0.000; x 0.903.


w | This record from the Open Molecules 2025 dataset describes 2 unconnected molecules or ions with the total composition C5H11O. The level of theory is ωB97M-V/def2-TZVPD.

Properties
Orbital gap (eV): 10.78
Net charge: +1
LUMO energy (hartree): -0.1293
M (g/mol): 87.1

Positions of all 17 atoms, in Å:
C: 1.40 1.18 -1.21
C: 1.80 -0.02 -0.53
C: 1.68 -0.26 0.93
C: -2.36 -0.28 -0.18
C: -2.82 -0.46 1.05
O: 0.43 0.01 -1.31
H: 1.25 1.94 -0.46
H: 1.82 1.33 -2.26
H: 2.34 -0.89 -1.06
H: 1.41 0.63 1.46
H: 2.72 -0.52 1.43
H: 1.20 -1.18 1.21
H: -1.77 -1.18 -0.54
H: -0.44 0.03 -0.86
H: -2.69 0.54 -0.97
H: -3.38 0.38 1.54
H: -2.57 -1.24 1.75


x | This record from the Open Molecules 2025 dataset describes a molecular structure, C5H11O. The level of theory is ωB97M-V/def2-TZVPD.

Properties
Orbital gap (eV): 10.38
Net charge: +1
LUMO energy (hartree): -0.1673
M (g/mol): 87.1

Positions of all 17 atoms, in Å:
C: -2.94 -0.12 0.20
C: -1.77 0.48 0.53
C: 1.23 -1.34 -0.56
C: 1.99 0.68 0.50
C: -0.69 0.65 -0.47
O: 0.86 -0.08 0.13
H: -3.63 -0.05 1.00
H: -3.26 -0.50 -0.76
H: -1.63 0.85 1.50
H: 2.31 -1.63 -0.20
H: 0.39 -2.09 -0.35
H: 1.38 -1.14 -1.54
H: 2.49 0.15 1.35
H: 2.69 0.72 -0.35
H: 1.65 1.63 1.00
H: -0.73 0.12 -1.40
H: -0.34 1.68 -0.57


Referenced to the most stable arrangement, the calculated values in eV are w 0.640; x 0.000.